Model w:
{"formula": "C3H4ClNS", "method": "ωB97M-V with the def2-TZVPD basis set", "elements": ["C", "C", "C", "H", "H", "H", "H", "N", "S", "Cl"], "coordinates": [[0.55675, 0.03517, -0.87439], [-0.49993, 0.47144, 0.06391], [-0.31131, 0.26458, 1.50040], [0.26942, -1.87523, 0.39495], [1.50472, 0.50168, -0.67047], [0.27358, 0.21130, -1.87499], [-1.36115, -0.16474, -0.04159], [-0.24750, 0.16886, 2.63758], [0.84525, -1.79511, -0.83760], [-1.02983, 2.18205, -0.29780]], "homo_ha": -0.3631, "total_charge": 0, "spin_multiplicity": 1, "homo_lumo_gap_ev": 10.25}

Model x:
{"formula": "C3H4ClNS", "method": "ωB97M-V with the def2-TZVPD basis set", "elements": ["C", "C", "C", "N", "S", "Cl", "H", "H", "H", "H"], "coordinates": [[-1.95325, 0.19632, -1.46616], [-0.19442, 0.21639, -0.66750], [-0.37381, -0.35983, 0.61321], [-2.67672, -0.45370, -0.74717], [-2.07583, -1.22442, 0.53358], [-2.27299, 1.20486, -2.71240], [0.30619, -0.51270, -1.33681], [0.21893, 1.13686, -0.87359], [0.41397, -1.06690, 0.79610], [-0.36167, 0.41796, 1.52977]], "homo_ha": -0.3155, "total_charge": 0, "spin_multiplicity": 1, "homo_lumo_gap_ev": 9.42}

Model y:
{"formula": "C3H4ClNS", "method": "ωB97M-V with the def2-TZVPD basis set", "elements": ["C", "C", "C", "N", "S", "Cl", "H", "H", "H", "H"], "coordinates": [[-0.36542, 0.98365, 0.23913], [0.86322, -0.66940, -0.69205], [-1.38119, -0.10464, 0.64573], [0.62457, 0.69185, -0.42617], [-0.57284, -1.64203, 0.03129], [-2.96644, 0.21709, -0.24815], [-0.47458, 1.95929, 0.76085], [1.15627, -1.09112, -1.72995], [1.60981, -0.86470, 0.09092], [-1.52134, -0.19814, 1.68242]], "homo_ha": -0.3368, "total_charge": 0, "spin_multiplicity": 1, "homo_lumo_gap_ev": 9.81}

Most stable pick: model w. Distance to second place: 0.0092 hartree.

Model w:
{"formula": "CH25O11", "method": "ωB97M-V with the def2-TZVPD basis set", "elements": ["O", "H", "H", "H", "O", "H", "H", "H", "C", "O", "H", "H", "H", "O", "H", "H", "O", "H", "H", "O", "H", "H", "O", "H", "H", "O", "H", "H", "O", "H", "H", "O", "H", "H", "O", "H", "H"], "coordinates": [[1.53665, -2.81122, 0.16077], [2.08936, -2.94793, -0.61216], [0.61011, -3.02771, 0.03329], [1.55688, -1.87755, 0.38316], [2.41156, -0.46591, -1.38743], [2.61498, -1.36001, -1.67168], [3.25494, -0.03656, -1.22627], [1.93259, -0.50557, -0.55640], [0.46011, -0.08996, -0.00726], [1.43055, -0.95434, 0.48108], [0.23364, -0.27243, -1.05775], [-0.50791, -0.17808, 0.48596], [0.62761, 0.98694, 0.01088], [0.32514, 3.26409, -0.60417], [0.02844, 2.51414, -1.11971], [-0.37825, 3.41454, 0.02736], [2.07880, 0.78929, 2.11085], [1.99145, 1.63361, 1.66844], [1.90962, 0.14134, 1.42691], [-0.55511, 0.49069, -2.68308], [-0.67258, -0.43902, -2.87824], [-0.98407, 0.61422, -1.83634], [-1.76507, 1.40242, -1.00785], [-2.57569, 0.89396, -0.98330], [-1.36085, 1.25103, -0.15349], [-1.35473, 1.52974, 1.04491], [-0.72386, 2.21941, 1.25128], [-2.15667, 1.79559, 1.49484], [0.65372, -1.68832, 2.27468], [0.61381, -0.92670, 2.85310], [0.67054, -1.31863, 1.39192], [-2.43759, -0.31564, 0.70447], [-3.26864, 0.04565, 1.01279], [-1.77108, 0.25426, 1.08815], [-1.89226, -1.51239, -0.91806], [-1.78662, -0.91985, -0.17377], [-2.83970, -1.59326, -1.02784]], "homo_ha": -0.4880, "total_charge": 1, "spin_multiplicity": 1, "homo_lumo_gap_ev": 8.72}

Model x:
{"formula": "CH25O11", "method": "ωB97M-V with the def2-TZVPD basis set", "elements": ["O", "H", "H", "H", "O", "H", "H", "H", "C", "O", "H", "H", "H", "O", "H", "H", "O", "H", "H", "O", "H", "H", "O", "H", "H", "O", "H", "H", "O", "H", "H", "O", "H", "H", "O", "H", "H"], "coordinates": [[2.10806, -1.23975, 2.93434], [1.55711, -1.63324, 3.61495], [1.65022, -0.55557, 2.44049], [2.40726, -1.93043, 2.33849], [-0.51492, 0.08175, -0.39483], [0.17966, -0.44455, -0.79754], [-1.33562, -0.39660, -0.25617], [-0.17965, 0.45718, 0.42264], [1.41947, 2.05040, 2.10520], [0.89517, 0.78294, 1.77270], [1.42305, 2.23477, 3.17949], [2.46510, 2.11311, 1.80382], [0.92731, 2.91343, 1.65682], [-3.00777, 0.74242, -2.29273], [-2.41006, 1.43421, -2.00916], [-2.94519, 0.74781, -3.24786], [-2.07168, -1.98347, 1.04067], [-2.44513, -1.53757, 1.80089], [-1.30792, -2.44631, 1.38517], [-1.04882, -0.10385, 3.85556], [-1.59282, 0.67834, 3.94766], [-0.38551, 0.13982, 3.20989], [-2.76814, 1.15356, 0.83620], [-2.59400, 1.98859, 1.27052], [-3.02029, 0.56219, 1.54537], [-0.22253, 1.77393, -3.45241], [0.12613, 0.88264, -3.46870], [-0.29439, 2.02040, -4.37454], [0.25853, -1.31777, -3.39973], [-0.47474, -1.56059, -3.96505], [0.80048, -2.10567, -3.35792], [2.69624, 0.61415, -3.01616], [3.32271, 0.41231, -2.32115], [2.07957, -0.11783, -3.00338], [1.21591, -1.82756, -0.50582], [1.42714, -2.14774, -1.38281], [1.66018, -2.43556, 0.08510]], "homo_ha": -0.4431, "total_charge": 1, "spin_multiplicity": 1, "homo_lumo_gap_ev": 7.69}

Most stable pick: model x. Distance to second place: 0.4578 hartree.

Model w:
{"formula": "H9O4S", "method": "ωB97M-V with the def2-TZVPD basis set", "elements": ["S", "H", "H", "H", "O", "H", "H", "O", "H", "H", "O", "H", "H", "O"], "coordinates": [[1.15560, 0.08032, -1.52026], [-0.13642, -0.15640, -1.72622], [-0.43799, 1.28308, -0.13545], [-0.44271, 1.79858, 1.27126], [-1.01651, 1.32962, 0.65272], [0.28168, -1.55070, 0.50554], [-0.70545, -0.93566, 1.45086], [0.04054, -1.54832, 1.44611], [-2.88974, -1.19650, -2.07165], [-2.22282, -0.10310, -1.26581], [-2.77103, -0.88856, -1.16812], [1.56949, 0.37770, 2.64751], [1.40402, 0.51325, 1.16994], [1.80206, 0.97541, 1.92762]], "homo_ha": -0.1350, "total_charge": -1, "spin_multiplicity": 1, "homo_lumo_gap_ev": 7.34}

Model x:
{"formula": "H9O4S", "method": "ωB97M-V with the def2-TZVPD basis set", "elements": ["S", "H", "H", "H", "O", "H", "H", "O", "H", "H", "O", "H", "H", "O"], "coordinates": [[-0.20757, -0.20491, -0.37351], [0.13262, -0.55628, 0.83263], [-1.02526, 1.22840, -2.63585], [-0.70940, 2.69794, -2.82784], [-1.02020, 1.92244, -3.30095], [-1.23207, -2.98420, 2.92795], [-0.38461, -1.72970, 3.11845], [-0.69632, -2.51072, 3.57284], [2.17478, -2.59170, -1.06175], [1.86405, -1.13662, -1.23854], [2.38391, -1.86066, -1.64446], [0.22424, 3.02669, 0.84853], [-0.79824, 1.89304, 1.04994], [-0.70592, 2.80627, 0.73258]], "homo_ha": -0.1366, "total_charge": -1, "spin_multiplicity": 1, "homo_lumo_gap_ev": 7.34}

Most stable pick: model w. Distance to second place: 0.0124 hartree.

Model w:
{"formula": "C4H5N2S", "method": "ωB97M-V with the def2-TZVPD basis set", "elements": ["C", "C", "C", "C", "N", "N", "S", "H", "H", "H", "H", "H"], "coordinates": [[-1.25709, 1.92151, 0.45240], [0.50832, 0.35756, 0.78047], [-1.28581, 0.13014, -1.74696], [-0.01981, -0.76322, -0.00054], [-0.36063, 1.25772, 0.83379], [-0.13032, -0.22274, -1.46893], [-2.69696, 0.37149, -2.17528], [-2.02485, 2.52290, 0.84872], [1.49457, 0.60586, 1.14713], [0.66438, -1.44680, -0.18632], [-0.98039, -0.99619, 0.32322], [0.68262, 0.08141, -1.88290]], "homo_ha": [-0.4549, -0.4549], "total_charge": 1, "spin_multiplicity": 1, "homo_lumo_gap_ev": [7.01, 7.01]}

Model x:
{"formula": "C4H5N2S", "method": "ωB97M-V with the def2-TZVPD basis set", "elements": ["C", "C", "C", "C", "N", "N", "S", "H", "H", "H", "H", "H"], "coordinates": [[1.29870, -1.23299, -0.04236], [2.63050, -0.97377, 0.04535], [1.24242, 1.00153, -0.11517], [-2.32878, 0.67075, 0.04682], [-1.71063, -0.35978, 0.10584], [0.57693, -0.10520, -0.14340], [2.92423, 0.72330, 0.00646], [0.81227, -2.18897, -0.04598], [3.43800, -1.67247, 0.12684], [0.81536, 1.98407, -0.17144], [-3.42264, 0.57061, 0.16022], [-2.04436, 1.71350, -0.09469]], "homo_ha": [-0.5149, -0.5149], "total_charge": 1, "spin_multiplicity": 1, "homo_lumo_gap_ev": [6.73, 6.60]}

Most stable pick: model x. Distance to second place: 0.0327 hartree.

Model w:
{"formula": "C32H21BrF5N3O4RuS4", "method": "ωB97M-V with the def2-TZVPD basis set", "elements": ["Ru", "Br", "C", "C", "C", "C", "C", "N", "C", "O", "O", "H", "H", "H", "O", "S", "C", "C", "C", "C", "S", "O", "C", "C", "C", "C", "C", "C", "C", "C", "C", "C", "C", "C", "H", "H", "H", "H", "H", "H", "H", "H", "H", "H", "H", "H", "H", "H", "H", "H", "H", "H", "S", "C", "S", "C", "C", "N", "C", "N", "F", "C", "C", "C", "F", "C", "F", "C", "F", "C", "F"], "coordinates": [[-0.05671, -0.30015, 0.12424], [-3.88681, -1.62998, -0.38395], [-2.53073, -2.38774, -1.45605], [-2.77718, -3.57807, -2.10759], [-1.78716, -4.05716, -2.95365], [-0.65037, -3.29004, -3.14812], [-0.50777, -2.11013, -2.43304], [-1.42234, -1.68069, -1.56070], [0.66076, -1.14576, -2.64925], [0.77840, -0.70374, -3.79487], [1.33372, -0.87002, -1.63354], [-3.70947, -4.09977, -1.96330], [-1.92430, -4.99857, -3.46585], [0.12211, -3.58712, -3.83844], [-0.56864, 2.02763, 0.70133], [-1.06207, 3.02984, 1.65784], [-1.73051, 4.43135, 0.58678], [-1.99104, 3.95639, -0.83338], [-0.72975, 4.01791, -1.69488], [-0.93728, 3.38463, -3.06047], [-0.44840, 1.56545, -3.11177], [-0.80223, 1.06395, -1.76684], [1.32789, 1.89663, -3.16544], [2.10432, 1.90086, -2.02638], [3.47827, 2.04373, -2.14087], [4.05549, 2.18189, -3.39178], [3.26379, 2.19524, -4.53101], [1.89465, 2.04557, -4.42002], [-2.72340, 2.47385, 2.14617], [-3.30351, 2.98678, 3.29419], [-4.55123, 2.53267, 3.68320], [-5.21086, 1.58697, 2.91362], [-4.61613, 1.06719, 1.77642], [-3.35528, 1.49961, 1.39975], [-0.97968, 5.22039, 0.61348], [-2.63424, 4.78362, 1.08014], [-2.78289, 4.56776, -1.27680], [-2.33914, 2.92252, -0.81065], [0.06524, 3.48828, -1.16987], [-0.41624, 5.05931, -1.81287], [-0.33956, 3.86150, -3.83206], [-1.98530, 3.41467, -3.35460], [1.64544, 1.76011, -1.05531], [4.09152, 2.01895, -1.25285], [5.12931, 2.25293, -3.48756], [3.71225, 2.29346, -5.50998], [1.27085, 2.00066, -5.30061], [-2.77209, 3.71820, 3.88395], [-5.00159, 2.89674, 4.59541], [-6.18340, 1.23071, 3.21890], [-5.11513, 0.30685, 1.19742], [-2.84261, 1.06967, 0.54490], [1.81498, -2.21942, 1.07175], [2.82558, -0.84534, 1.14538], [2.04811, 0.68333, 1.26696], [4.21235, -0.93715, 1.15266], [5.03580, 0.19484, 1.09398], [5.75459, 1.09019, 1.00262], [4.86586, -2.17621, 1.16834], [5.42366, -3.18117, 1.21542], [-0.79598, 0.76117, 3.23901], [-1.26080, -0.50755, 3.12965], [-1.11604, -1.18765, 1.92504], [-1.54976, -2.51054, 1.96974], [-1.39109, -3.29380, 0.87598], [-2.16212, -3.09480, 3.07204], [-2.60614, -4.36689, 3.02381], [-2.32580, -2.34929, 4.23230], [-2.91957, -2.88628, 5.31458], [-1.85828, -1.04384, 4.26341], [-1.99511, -0.30882, 5.38554]], "homo_ha": [-0.1873, -0.1873], "total_charge": -1, "spin_multiplicity": 2, "homo_lumo_gap_ev": [6.07, 7.10], "s2": 1.068}

Model x:
{"formula": "C32H21BrF5N3O4RuS4", "method": "ωB97M-V with the def2-TZVPD basis set", "elements": ["Ru", "Br", "C", "C", "C", "C", "C", "N", "C", "O", "O", "H", "H", "H", "O", "S", "C", "C", "C", "C", "S", "O", "C", "C", "C", "C", "C", "C", "C", "C", "C", "C", "C", "C", "H", "H", "H", "H", "H", "H", "H", "H", "H", "H", "H", "H", "H", "H", "H", "H", "H", "H", "S", "C", "S", "C", "C", "N", "C", "N", "F", "C", "C", "C", "F", "C", "F", "C", "F", "C", "F"], "coordinates": [[0.83027, -0.60381, -0.24235], [2.94515, 1.38656, -2.68924], [1.88888, 0.00327, -3.44118], [2.04193, -0.28346, -4.78724], [1.18952, -1.22294, -5.35021], [0.18346, -1.75602, -4.56395], [0.09925, -1.38419, -3.22889], [0.97829, -0.55420, -2.66388], [-1.15484, -1.76000, -2.40619], [-2.04407, -2.35662, -2.99790], [-1.17619, -1.33378, -1.22780], [2.79579, 0.22661, -5.36631], [1.28752, -1.49206, -6.39335], [-0.55907, -2.43885, -4.94731], [-0.37956, 1.36460, -0.96928], [-1.03163, 2.46227, -1.69650], [-2.14153, 3.34999, -0.45930], [-2.03696, 2.74595, 0.92865], [-2.95437, 1.53628, 1.10574], [-2.93996, 1.02568, 2.53409], [-1.40202, -0.02459, 2.82865], [-0.59048, 0.13539, 1.61334], [-2.29074, -1.60392, 2.65452], [-2.40811, -2.18825, 1.40892], [-3.07702, -3.39360, 1.28393], [-3.62984, -3.99730, 2.40072], [-3.50626, -3.40307, 3.64804], [-2.83153, -2.20174, 3.78080], [0.23345, 3.76992, -1.74689], [1.17296, 3.81381, -0.73469], [2.20271, 4.73465, -0.79519], [2.27061, 5.61544, -1.86167], [1.31590, 5.57660, -2.86595], [0.29355, 4.64397, -2.81715], [-3.15238, 3.25729, -0.85580], [-1.84685, 4.39709, -0.46583], [-2.28736, 3.51118, 1.66971], [-1.00810, 2.42666, 1.10985], [-2.61996, 0.73833, 0.43739], [-3.97841, 1.80369, 0.82712], [-3.80495, 0.40567, 2.75662], [-2.89041, 1.84292, 3.25373], [-1.97328, -1.71524, 0.53986], [-3.15878, -3.85369, 0.31158], [-4.15563, -4.93594, 2.30526], [-3.92854, -3.88110, 4.52025], [-2.71460, -1.73328, 4.74756], [1.12256, 3.09758, 0.07042], [2.95642, 4.73883, -0.02327], [3.08035, 6.32725, -1.91576], [1.37596, 6.26457, -3.69583], [-0.44027, 4.57592, -3.60593], [3.49814, -1.20370, -0.50101], [3.78380, 0.15899, 0.50103], [2.40082, 1.08407, 0.92919], [5.05446, 0.54140, 0.91459], [6.20831, -0.21561, 0.67205], [7.17790, -0.81454, 0.50699], [5.24869, 1.73712, 1.61839], [5.44082, 2.72813, 2.17176], [0.72687, -3.54545, -0.89955], [0.62140, -3.55996, 0.45273], [0.93424, -2.38848, 1.12890], [0.83653, -2.45144, 2.51050], [1.15525, -1.36898, 3.25437], [0.41869, -3.58892, 3.19163], [0.29391, -3.58984, 4.53559], [0.11997, -4.73697, 2.47471], [-0.27276, -5.85029, 3.12533], [0.23571, -4.73336, 1.08830], [-0.03357, -5.86247, 0.40255]], "homo_ha": [-0.1877, -0.1868], "total_charge": -1, "spin_multiplicity": 2, "homo_lumo_gap_ev": [6.35, 7.08], "s2": 0.878}

Most stable pick: model x. Distance to second place: 0.0235 hartree.